The following is a quantum chemistry calculation of a 9-piece molecular cluster, C34H50O27 overall in a non-equilibrium geometry, from the OMol25 dataset.

Geometry as XYZ:
```
111
Properties=species:S:1:pos:R:3:lowdin_charge:R:1
C -2.670 -1.496 -0.509 0.00
C -3.630 -2.114 0.463 -0.34
C -5.084 -1.642 0.357 -0.06
O -5.867 -2.876 0.454 0.06
C -5.000 -3.926 0.224 -0.48
O -5.268 -5.119 0.225 0.13
O -3.704 -3.488 0.092 0.05
H -1.761 -2.097 -0.534 0.08
H -2.390 -0.486 -0.208 0.08
H -3.100 -1.431 -1.508 0.09
H -3.280 -2.025 1.491 0.14
H -5.241 -1.092 -0.571 0.13
H -5.258 -0.999 1.220 0.14
C 6.251 -1.343 -2.452 -0.03
C 6.510 -0.981 -1.001 -0.28
C 7.386 0.259 -0.853 -0.14
O 6.603 1.085 -0.123 0.09
C 5.375 0.518 0.113 -0.55
O 4.481 0.971 0.795 0.13
O 5.273 -0.643 -0.409 0.14
H 5.714 -2.286 -2.549 0.08
H 7.185 -1.405 -3.011 0.09
H 5.692 -0.664 -3.096 0.08
H 6.983 -1.865 -0.573 0.16
H 7.610 0.698 -1.825 0.14
H 8.345 0.072 -0.370 0.14
C 1.775 -1.915 -3.367 0.00
C 2.896 -1.404 -4.239 -0.40
C 2.663 -1.177 -5.650 -0.11
O 2.507 0.228 -5.758 0.09
C 3.087 0.815 -4.706 -0.49
O 3.411 1.977 -4.686 0.16
O 3.305 -0.176 -3.738 0.06
H 0.878 -1.410 -3.725 0.09
H 1.917 -1.766 -2.296 0.08
H 1.537 -2.956 -3.584 0.09
H 3.702 -2.123 -4.092 0.14
H 1.798 -1.772 -5.943 0.14
H 3.446 -1.476 -6.347 0.14
C -2.147 4.874 -2.718 -0.01
C -0.664 5.042 -2.184 -0.20
C -0.301 6.473 -1.832 -0.08
O 0.183 6.238 -0.495 0.07
C -0.242 5.080 0.023 -0.63
O 0.047 4.795 1.165 0.14
O -0.846 4.391 -0.871 0.07
H -2.930 5.310 -2.098 0.09
H -2.496 3.858 -2.902 0.07
H -2.351 5.336 -3.684 0.07
H 0.198 4.545 -2.630 0.16
H -1.110 7.200 -1.907 0.14
H 0.536 6.738 -2.479 0.13
C -1.099 -3.720 2.185 -0.01
C -1.100 -2.998 3.529 -0.32
C -1.125 -4.116 4.586 -0.09
O 0.072 -3.909 5.313 0.08
C 0.711 -2.819 4.830 -0.48
O 1.759 -2.429 5.336 0.15
O 0.132 -2.387 3.668 0.07
H -2.135 -3.974 1.960 0.08
H -0.429 -4.571 2.064 0.10
H -0.728 -3.127 1.350 0.07
H -1.814 -2.180 3.630 0.13
H -1.177 -5.140 4.217 0.13
H -2.009 -3.941 5.200 0.13
C -6.073 0.302 -5.193 -0.03
C -4.820 -0.547 -5.249 -0.33
C -3.950 -0.256 -6.420 -0.14
O -2.778 0.260 -5.929 0.09
C -2.702 0.195 -4.589 -0.40
O -1.708 0.512 -3.854 0.07
O -3.974 -0.230 -4.137 0.05
H -6.762 0.211 -6.033 0.09
H -5.929 1.382 -5.212 0.10
H -6.651 -0.098 -4.360 0.09
H -5.085 -1.600 -5.155 0.16
H -4.533 0.375 -7.091 0.14
H -3.763 -1.201 -6.930 0.14
C 2.329 2.452 2.782 -0.01
C 2.107 1.291 3.685 -0.31
C 3.220 0.309 3.828 -0.10
O 3.412 0.209 5.212 0.10
C 2.615 1.054 5.836 -0.53
O 2.706 1.291 7.074 0.07
O 1.841 1.777 5.019 0.09
H 3.322 2.897 2.831 0.10
H 1.638 3.283 2.925 0.09
H 2.206 2.102 1.757 0.07
H 1.161 0.821 3.413 0.12
H 4.045 0.544 3.156 0.12
H 2.854 -0.671 3.520 0.13
O -1.212 0.320 2.726 0.14
C -0.622 0.382 1.674 -0.50
O -0.978 1.281 0.686 0.06
C -0.018 1.251 -0.319 -0.15
C 0.808 0.034 0.010 -0.14
O 0.509 -0.316 1.340 0.06
H -0.415 1.082 -1.320 0.13
H 0.609 2.141 -0.370 0.13
H 1.874 0.169 -0.175 0.13
H 0.577 -0.831 -0.612 0.11
O -1.158 -1.871 8.078 0.13
C -1.499 -0.969 7.321 -0.46
O -2.670 -0.928 6.547 0.03
C -2.657 0.148 5.641 -0.15
C -1.411 0.882 6.003 -0.14
O -0.783 0.151 7.016 0.07
H -2.684 -0.206 4.610 0.10
H -3.585 0.715 5.721 0.13
H -1.633 1.849 6.453 0.14
H -0.789 1.014 5.118 0.11
```

The calculation puts the HOMO-LUMO gap at 9.1 eV. Its largest force on an atom is 6.367 eV/Å. The energy above the lowest of the compared OMol25 structures with the same formula, charge and spin is 401.32 kJ/mol. As for the total energy: -3357.0390 Eh. The value obtained for the molar mass is 890.7 g mol⁻¹. The calculation puts the LUMO energy at -0.1761 eV. Its HOMO energy is -9.26 eV.